Entry from the OMol25 dataset: a cluster of 14 separate species, C72H68F10N2O2 in total (the ωB97M-V functional and the def2-TZVPD basis).

```
154
Properties=species:S:1:pos:R:3:forces:R:3:mulliken_charge:R:1
N -22.772 21.225 -23.537 -0.4 1.9 -0.6 -0.31
C -21.553 21.786 -23.327 -1.3 0.9 1.2 -0.34
C -21.377 23.140 -22.964 -0.9 -0.3 -0.9 -0.47
C -22.499 23.980 -22.904 -0.4 -0.1 -0.5 -0.30
C -23.742 23.503 -23.296 0.3 -2.9 -0.7 -0.41
C -23.833 22.105 -23.632 1.9 0.4 1.2 -0.36
H -20.690 21.141 -23.248 0.0 -0.3 -0.4 0.45
H -20.382 23.555 -22.899 0.1 -0.1 0.4 0.42
H -22.484 25.028 -22.642 0.6 0.1 0.1 0.42
H -24.646 24.082 -23.422 0.1 0.3 0.3 0.45
H -24.784 21.654 -23.874 -0.1 0.0 -0.1 0.46
N -15.172 24.924 -16.870 -0.1 1.4 -2.2 -0.55
C -15.905 24.129 -16.105 0.0 -0.7 -0.3 -0.17
C -17.094 23.515 -16.501 0.3 0.6 -0.6 -0.43
C -17.517 23.803 -17.792 -0.3 -1.1 0.4 -0.21
C -16.785 24.598 -18.627 1.7 2.1 0.0 -0.34
C -15.600 25.248 -18.152 -1.6 -2.7 2.2 -0.29
H -15.436 23.846 -15.174 -0.1 0.2 0.3 0.36
H -17.638 22.810 -15.890 0.1 0.1 0.2 0.38
H -18.369 23.291 -18.216 -0.3 0.0 0.1 0.42
H -17.167 24.812 -19.615 0.2 0.0 -0.2 0.42
H -14.993 25.892 -18.770 0.1 0.1 0.2 0.41
C -16.222 22.085 -25.903 -0.4 -0.3 -0.5 -0.46
O -15.875 23.336 -25.384 0.0 0.7 0.7 -0.49
H -15.543 21.313 -25.540 0.0 -0.2 -0.4 0.26
H -17.234 21.803 -25.616 0.0 0.2 0.4 0.15
H -16.279 22.178 -26.988 0.4 -0.5 -0.2 0.24
H -14.917 23.402 -25.378 0.0 0.1 0.0 0.30
C -23.153 16.151 -22.818 0.7 -1.5 0.2 -0.59
O -24.158 17.121 -22.853 0.2 0.2 -0.2 -0.45
H -22.198 16.556 -22.483 0.0 0.0 0.2 0.23
H -23.424 15.300 -22.193 -0.2 0.4 0.6 0.25
H -22.955 15.615 -23.746 -0.1 0.5 -0.7 0.25
H -23.668 17.896 -23.138 -0.5 0.5 -0.1 0.30
F -18.207 28.504 -20.924 -0.9 -0.1 0.0 -0.29
C -17.250 28.925 -21.755 0.5 0.6 0.9 0.36
C -17.239 28.533 -23.068 -0.8 -1.0 0.1 -0.37
C -16.098 28.709 -23.815 -1.2 0.2 0.0 -0.49
C -15.115 29.454 -23.256 2.2 0.0 -0.4 -0.34
C -15.145 29.939 -21.951 0.0 0.5 -0.9 -0.41
C -16.248 29.707 -21.171 0.0 -0.5 -0.4 -0.40
H -18.039 27.953 -23.503 -0.3 -0.1 0.3 0.46
H -16.088 28.265 -24.800 0.4 0.2 -0.1 0.39
H -14.205 29.525 -23.834 0.2 0.4 0.0 0.32
H -14.323 30.555 -21.618 0.1 -0.1 0.2 0.38
H -16.259 30.045 -20.145 -0.4 -0.1 0.1 0.40
F -23.593 23.130 -31.899 -0.9 0.4 -0.3 -0.31
C -22.714 22.508 -31.124 1.6 -0.4 -0.1 0.33
C -21.921 21.535 -31.686 0.0 -0.6 0.2 -0.28
C -21.001 20.873 -30.862 0.0 0.8 -0.8 -0.49
C -20.752 21.375 -29.610 -0.2 -0.4 1.9 -0.43
C -21.522 22.387 -29.023 -0.5 -0.8 -1.4 -0.55
C -22.511 22.923 -29.832 -0.9 0.7 1.0 -0.28
H -22.066 21.283 -32.727 0.0 -0.2 0.0 0.39
H -20.439 20.023 -31.220 0.0 0.0 -0.1 0.40
H -20.091 20.847 -28.938 0.4 -0.1 -0.2 0.37
H -21.496 22.616 -27.968 0.4 0.2 -0.1 0.43
H -23.220 23.631 -29.430 0.0 0.3 0.1 0.40
F -24.618 16.226 -28.109 0.1 0.3 -0.5 -0.31
C -25.157 17.288 -28.760 -0.7 0.2 0.0 0.36
C -25.573 18.364 -27.991 0.1 1.1 -0.1 -0.48
C -26.153 19.473 -28.611 -0.3 -0.9 -1.9 -0.44
C -26.401 19.413 -30.007 0.2 -0.2 1.3 -0.49
C -26.005 18.292 -30.750 -0.5 1.4 0.0 -0.37
C -25.361 17.244 -30.152 1.0 -0.7 1.6 -0.46
H -25.395 18.505 -26.935 0.2 -0.8 0.2 0.49
H -26.451 20.344 -28.047 0.0 0.0 0.1 0.50
H -26.930 20.231 -30.473 0.1 0.0 -0.2 0.42
H -26.220 18.329 -31.807 0.2 -0.3 -0.1 0.37
H -24.907 16.412 -30.669 -0.3 -0.1 -0.3 0.42
F -29.828 25.552 -19.423 0.0 0.2 -0.2 -0.30
C -29.362 26.633 -20.071 -1.0 2.6 0.0 0.28
C -30.034 27.892 -19.947 0.0 -1.0 -0.1 -0.32
C -29.583 29.059 -20.592 -1.0 -2.7 1.3 -0.47
C -28.440 28.916 -21.334 -0.2 1.5 -0.7 -0.30
C -27.791 27.712 -21.476 0.7 0.1 -0.2 -0.58
C -28.243 26.559 -20.860 -0.1 -0.7 0.6 -0.35
H -30.969 27.929 -19.408 0.0 -0.1 0.3 0.36
H -30.218 29.925 -20.473 0.4 0.3 -0.3 0.39
H -28.173 29.820 -21.861 0.8 -0.2 -0.2 0.36
H -26.873 27.698 -22.044 0.0 -0.2 -0.2 0.46
H -27.772 25.588 -20.899 0.4 0.1 -0.3 0.47
F -31.306 22.585 -23.197 0.0 0.1 0.3 -0.32
C -30.479 21.567 -23.496 0.9 -0.3 1.0 0.57
C -29.683 20.974 -22.478 -1.7 1.2 -1.4 -0.57
C -28.924 19.877 -22.806 0.0 -0.5 0.0 -0.28
C -28.914 19.363 -24.105 -0.6 1.7 -0.7 -0.75
C -29.652 20.072 -25.112 1.1 -2.3 1.2 -0.23
C -30.455 21.141 -24.803 -0.4 -0.2 0.1 -0.58
H -29.785 21.330 -21.463 0.1 0.1 0.0 0.46
H -28.432 19.430 -21.955 0.4 -0.4 -0.3 0.38
H -28.355 18.481 -24.381 0.0 0.0 0.1 0.48
H -29.674 19.574 -26.070 -0.1 0.4 -0.3 0.40
H -31.178 21.511 -25.515 0.2 0.4 -0.1 0.44
F -21.462 25.421 -15.185 -0.9 0.9 -0.6 -0.29
C -22.399 26.200 -15.842 0.2 -0.9 -1.1 0.04
C -23.596 26.485 -15.239 0.1 -0.1 1.6 -0.12
C -24.593 27.202 -15.875 0.8 0.0 -0.1 -0.60
C -24.340 27.610 -17.164 -0.4 0.2 -1.1 -0.21
C -23.172 27.279 -17.859 -0.1 -0.8 1.3 -0.63
C -22.212 26.497 -17.193 0.0 0.5 0.0 -0.17
H -23.719 26.146 -14.221 -0.1 0.0 0.2 0.37
H -25.504 27.477 -15.365 0.0 -0.2 0.0 0.38
H -25.140 28.114 -17.686 0.1 0.3 -0.2 0.37
H -23.074 27.545 -18.902 0.2 0.0 0.0 0.39
H -21.348 26.109 -17.711 0.2 0.1 0.0 0.47
F -18.826 16.664 -28.414 -0.2 0.1 0.0 -0.29
C -18.201 16.390 -27.259 0.8 -1.2 0.9 0.53
C -17.053 15.560 -27.316 0.5 1.1 1.2 -0.52
C -16.313 15.429 -26.133 -1.0 0.0 0.7 -0.29
C -16.817 15.916 -24.917 -0.1 -0.7 -0.3 -0.49
C -18.036 16.555 -24.861 -0.5 1.0 -0.7 -0.41
C -18.730 16.862 -26.042 1.0 -0.5 -1.5 -0.49
H -16.589 15.136 -28.194 -0.6 0.2 -0.4 0.36
H -15.383 14.884 -26.068 0.1 -0.1 -0.4 0.35
H -16.334 15.681 -23.980 0.3 0.1 0.0 0.39
H -18.412 16.941 -23.925 -0.1 -0.1 0.1 0.38
H -19.602 17.489 -26.161 -0.2 0.0 0.6 0.46
F -27.144 24.580 -27.455 -0.7 0.5 -0.6 -0.28
C -28.266 24.967 -28.143 -0.2 -0.5 0.5 0.01
C -28.344 24.873 -29.497 1.9 -0.7 -1.3 -0.17
C -29.501 25.098 -30.194 -1.0 1.0 0.5 -0.62
C -30.589 25.585 -29.477 -0.7 -0.5 -0.3 -0.21
C -30.541 25.703 -28.094 -0.3 -0.1 -1.0 -0.65
C -29.387 25.346 -27.454 0.7 0.5 1.9 -0.08
H -27.464 24.612 -30.067 0.2 -0.3 0.1 0.43
H -29.549 24.991 -31.267 0.1 0.0 0.0 0.39
H -31.527 25.776 -29.977 0.0 0.1 -0.1 0.34
H -31.417 26.025 -27.549 0.1 0.1 0.1 0.38
H -29.297 25.445 -26.383 -0.1 -0.1 0.2 0.46
F -21.246 27.619 -26.302 -0.1 0.5 0.1 -0.30
C -21.798 28.821 -25.996 0.2 0.3 0.4 0.37
C -23.154 28.892 -25.734 0.1 -0.1 0.0 -0.47
C -23.729 30.123 -25.448 0.3 0.0 0.0 -0.32
C -22.969 31.285 -25.464 0.3 -0.4 0.4 -0.55
C -21.576 31.176 -25.618 -0.9 0.3 0.0 -0.28
C -20.986 29.955 -25.870 -0.3 -0.6 -0.7 -0.46
H -23.785 28.016 -25.745 0.2 -0.2 -0.1 0.46
H -24.771 30.123 -25.163 -0.1 0.3 -0.2 0.38
H -23.474 32.223 -25.288 0.2 0.2 0.1 0.36
H -20.939 32.044 -25.541 -0.1 0.1 -0.1 0.37
H -19.930 29.934 -26.098 0.1 -0.3 0.2 0.43
F -16.684 19.292 -20.194 1.0 0.0 0.0 -0.29
C -15.399 18.828 -20.081 0.1 -1.1 0.3 0.35
C -14.309 19.675 -20.073 0.1 0.3 -0.3 -0.41
C -12.995 19.174 -20.019 -1.5 -1.2 -0.1 -0.33
C -12.803 17.765 -19.966 -0.8 1.1 1.1 -0.45
C -13.926 16.916 -19.780 0.0 1.5 -0.5 -0.41
C -15.226 17.456 -19.901 0.6 0.2 -0.1 -0.36
H -14.508 20.733 -20.155 0.1 0.2 0.1 0.42
H -12.204 19.908 -19.972 0.3 -0.3 -0.2 0.36
H -11.782 17.426 -19.867 -0.1 -0.4 -0.1 0.35
H -13.805 15.883 -19.488 0.1 -0.1 -0.4 0.37
H -16.115 16.843 -19.892 0.0 -0.2 0.2 0.41
```
Positions in Å, forces in eV/Å.

**Energy relative to the best compared isomer or geometry (same formula, charge and spin)**: 470.1 kJ/mol
**Calculated total energy**: -4042.85423 Ha
**2S+1**: 1
**Max |F|**: 3.79 eV Å⁻¹
**LUMO level**: 0.038 eV
**HOMO-LUMO gap**: 9.1 eV